Entry from the Open Molecules 2025 dataset: a cluster of 11 separate species, C40H112N10O11 in total (wB97M-V/def2-TZVPD).

Last column: Löwdin charge in e.
Cartesian coordinates (Å):
C -25.3094 -3.1667 19.0055  -0.133
O -25.7795 -3.1741 17.6918  -0.207
C -26.6785 -4.2496 17.2597  -0.135
C -25.8814 -5.4060 16.6264  -0.439
C -25.6607 -5.3719 15.1187  -0.065
N -26.6962 -6.6136 16.9276  0.026
H -25.8920 -2.6111 19.7428  0.084
H -24.3048 -2.6510 19.0243  0.073
H -25.1489 -4.1538 19.4298  0.069
H -27.2362 -4.6153 18.1650  0.127
H -27.3347 -3.8587 16.3972  0.145
H -24.8283 -5.3550 17.0830  0.124
H -26.5824 -5.4465 14.4895  0.101
H -24.9756 -6.1844 14.9359  0.029
H -25.1077 -4.4566 14.8108  0.074
H -26.6091 -6.9382 17.9158  0.068
H -26.4525 -7.4553 16.3991  0.068
C -24.0195 -7.4570 18.4523  -0.134
O -25.0497 -7.1622 19.3320  -0.240
C -24.6158 -7.0236 20.7143  -0.174
C -25.7769 -6.5651 21.5864  -0.401
C -25.1455 -6.0660 22.9420  -0.047
N -26.5472 -7.7764 21.8641  0.019
H -23.1703 -6.8089 18.5261  0.074
H -24.4283 -7.5199 17.4478  0.066
H -23.6668 -8.4897 18.7082  0.105
H -24.2180 -8.0269 21.0642  0.150
H -23.8192 -6.3068 20.6074  0.107
H -26.4342 -5.8706 21.0836  0.125
H -24.4259 -5.2833 22.8367  0.049
H -24.5569 -6.8633 23.4135  0.082
H -25.8072 -5.7140 23.7210  0.066
H -27.4145 -7.5028 22.3131  0.071
H -26.9090 -8.2311 21.0207  0.079
C -27.0413 -2.4617 12.7114  -0.063
O -26.4974 -3.0695 11.4773  -0.186
C -25.1717 -3.4814 11.7155  -0.251
C -24.4698 -4.2115 10.6092  -0.496
C -25.0488 -5.5547 10.2969  -0.056
N -23.1047 -4.3802 10.9107  0.052
H -26.1646 -2.1197 13.2769  0.071
H -27.4341 -3.2289 13.3575  0.059
H -27.7404 -1.6211 12.4102  0.108
H -24.6203 -2.5836 11.9826  0.117
H -25.1743 -4.1576 12.5763  0.103
H -24.5633 -3.6009 9.6931  0.147
H -26.1152 -5.5856 10.1519  0.074
H -24.8445 -6.2607 11.1456  0.085
H -24.5028 -5.9769 9.4409  0.085
H -22.5629 -3.5735 11.2641  0.096
H -22.9564 -5.1245 11.5468  0.025
C -20.1626 -10.4661 20.8006  -0.106
O -19.2135 -10.2865 19.7968  -0.164
C -19.8584 -10.0198 18.6113  -0.257
C -18.9207 -10.0476 17.4149  -0.416
C -19.7068 -9.9300 16.0692  -0.048
N -18.3305 -11.3948 17.4563  0.045
H -19.8172 -11.0032 21.6696  0.087
H -20.9882 -11.0520 20.4183  0.085
H -20.5174 -9.5009 21.1260  0.081
H -20.6241 -10.7786 18.3785  0.134
H -20.2763 -9.0309 18.6138  0.104
H -18.2051 -9.2579 17.4660  0.089
H -18.9414 -10.1973 15.3200  0.080
H -20.0592 -8.9365 15.8249  0.032
H -20.5393 -10.6426 15.9326  0.081
H -18.0917 -11.6104 18.4155  0.060
H -17.3819 -11.3209 17.0140  0.052
C -20.5601 -6.0339 13.2170  -0.080
O -21.7085 -6.6025 12.5170  -0.284
C -21.7216 -8.0664 12.3149  -0.135
C -22.5528 -8.6863 13.4978  -0.447
C -22.8916 -10.2095 13.3399  -0.045
N -23.7770 -7.9324 13.6411  0.022
H -20.8570 -4.9761 13.5137  0.094
H -19.6400 -5.8921 12.5134  0.104
H -20.2667 -6.6629 14.0930  0.076
H -22.2567 -8.1866 11.3825  0.114
H -20.6464 -8.4357 12.2519  0.139
H -21.7634 -8.5293 14.2918  0.113
H -23.2972 -10.5213 12.3985  0.063
H -23.6018 -10.4503 14.1791  0.086
H -21.9477 -10.6995 13.5487  0.058
H -24.3078 -8.1710 14.5184  0.076
H -23.4479 -6.9346 13.8559  0.085
C -22.0933 -0.8855 18.9467  -0.185
O -21.0723 -0.2811 18.2672  -0.167
C -19.8039 -0.6042 18.8073  -0.221
C -18.6782 -0.2823 17.8732  -0.414
C -18.6896 -1.2324 16.6851  -0.046
N -17.4956 -0.6539 18.6388  0.027
H -23.1347 -0.7344 18.5231  0.114
H -22.1160 -0.6546 20.0412  0.097
H -21.9638 -1.9761 19.0677  0.056
H -19.6129 0.0233 19.7426  0.144
H -19.9509 -1.6392 19.1819  0.110
H -18.6720 0.7747 17.5912  0.147
H -18.0020 -0.8983 15.9243  0.074
H -19.7159 -1.3957 16.2615  0.098
H -18.4131 -2.2627 16.8754  0.054
H -16.6930 -0.7235 18.0438  0.067
H -17.2033 0.0216 19.3285  0.072
C -16.9957 -8.2489 11.7395  -0.121
O -17.0218 -7.6050 12.9939  -0.184
C -15.8854 -7.9970 13.7050  -0.233
C -15.8496 -7.5106 15.1941  -0.444
C -15.8953 -6.0214 15.2811  -0.059
N -14.5794 -8.0680 15.6635  0.011
H -17.3662 -9.3099 11.7961  0.104
H -16.0189 -8.2823 11.2669  0.082
H -17.6445 -7.6533 11.1292  0.075
H -15.8339 -9.1418 13.7823  0.134
H -14.9401 -7.6269 13.2493  0.131
H -16.6135 -8.0244 15.7723  0.120
H -16.7464 -5.5823 14.8516  0.049
H -15.0491 -5.5487 14.6806  0.109
H -15.7934 -5.7340 16.3452  0.069
H -13.7843 -7.4932 15.3807  0.083
H -14.6570 -7.9718 16.7222  0.073
C -22.4112 -3.4908 16.6977  -0.080
O -21.2509 -4.3156 16.5387  -0.190
C -20.4753 -4.3802 17.7831  -0.150
C -19.1392 -5.1040 17.4525  -0.416
C -19.3961 -6.5765 17.6065  -0.065
N -18.1040 -4.7762 18.4201  0.087
H -22.1530 -2.4830 16.9651  0.061
H -22.9959 -3.9389 17.4868  0.061
H -23.0259 -3.5472 15.8005  0.088
H -20.3767 -3.3924 18.1430  0.067
H -20.9704 -4.9821 18.5904  0.131
H -18.9055 -4.9054 16.4637  0.109
H -19.5610 -6.7793 18.6820  0.072
H -18.5117 -7.1645 17.3566  0.053
H -20.2369 -6.9407 16.9993  0.087
H -18.4833 -4.9776 19.3247  0.030
H -17.9250 -3.7565 18.3347  0.076
C -15.0352 -3.8783 20.7834  -0.086
O -14.1854 -4.9936 20.5548  -0.155
C -14.6411 -5.7911 19.5102  -0.258
C -15.2089 -7.0970 19.9576  -0.430
C -14.1632 -7.9570 20.6729  -0.049
N -15.6323 -7.7383 18.7100  0.059
H -15.9993 -4.1781 21.1383  0.052
H -15.1508 -3.3395 19.8724  0.073
H -14.6234 -3.1955 21.5283  0.093
H -15.3279 -5.3224 18.8047  0.094
H -13.7869 -6.0374 18.8404  0.139
H -16.0960 -6.9934 20.6409  0.141
H -14.7513 -8.8322 20.9930  0.076
H -13.7365 -7.5052 21.5438  0.069
H -13.3886 -8.4799 20.0658  0.095
H -16.5796 -7.4308 18.4322  0.069
H -15.6929 -8.6970 18.9123  0.056
C -18.8457 -6.1256 21.4626  -0.177
O -20.0352 -5.5020 21.4262  -0.179
C -20.4270 -4.8340 22.6162  -0.156
C -20.0101 -3.3288 22.9689  -0.432
C -18.5045 -2.9886 23.0348  -0.056
N -20.7853 -3.0765 24.1486  0.015
H -18.5915 -6.6083 20.4926  0.077
H -18.8293 -6.9613 22.1376  0.090
H -18.0474 -5.4395 21.7150  0.069
H -21.4878 -4.7863 22.4337  0.106
H -20.1998 -5.4678 23.4965  0.130
H -20.3915 -2.7090 22.1463  0.127
H -18.1043 -3.5423 23.9047  0.084
H -18.3619 -1.9291 23.2609  0.073
H -17.9446 -3.2672 22.1499  0.045
H -20.3631 -3.5027 24.9971  0.093
H -20.8709 -2.0647 24.3233  0.087
O -15.4701 -10.9361 16.1976  -0.078
H -15.3428 -11.7210 15.6400  0.053
H -15.0963 -10.1255 15.8290  -0.013

Results
Lowest unoccupied orbital energy   0.455 eV
HOMO   -8.60 eV
SMILES   COC[C@H](C)N.COC[C@H](C)N.COC[C@H](C)N.COC[C@H](C)N.COC[C@H](C)N.COC[C@H](C)N.COC[C@H](C)N.COC[C@H](C)N.COC[C@H](C)N.COC[C@H](C)N.O

Entry from the Open Molecules 2025 dataset: a structure of composition C40H23Cl7N2OPSTi (wB97M-V/def2-TZVPD).

Last column: Löwdin charge in e.
Cartesian coordinates (Å):
Ti -0.3415 0.2721 0.0428  0.471
Cl 2.9119 1.6063 -0.2728  0.711
C 2.6754 0.7221 1.2011  -0.694
C 1.4208 0.1908 1.4750  -0.348
C 1.3079 -0.4217 2.7143  -0.692
Cl -0.2410 -1.1063 3.1573  0.726
C 2.3550 -0.5751 3.6165  -0.724
Cl 2.1427 -1.4182 5.1039  0.679
C 3.6089 -0.0848 3.2656  -0.717
Cl 4.9507 -0.3245 4.3154  0.686
C 3.7689 0.5742 2.0504  -0.706
Cl 5.3246 1.1717 1.6127  0.684
Cl -1.8210 1.7781 -1.7362  0.775
C -2.6026 2.9354 -0.6912  -0.625
C -3.7184 3.5851 -1.1824  -0.108
C -4.3485 4.5299 -0.3874  -0.080
C -3.8520 4.8008 0.8765  -0.115
C -2.7318 4.1308 1.3395  -0.681
Cl -2.1707 4.5148 2.9363  0.670
C -2.0591 3.1709 0.5743  -0.675
S -0.6162 2.3639 1.1979  0.640
H -4.0828 3.3513 -2.1726  0.105
H -5.2233 5.0501 -0.7514  0.107
H -4.3275 5.5314 1.5155  0.103
O -2.8177 0.1628 0.7522  -0.110
N -1.9914 -0.9741 0.5911  -0.155
C -2.5021 -2.0489 1.0467  -0.082
C -1.8355 -3.3439 1.0860  -0.211
C -2.5993 -4.3752 1.6439  -0.025
C -2.0765 -5.6449 1.7971  -0.058
C -0.7762 -5.8978 1.3866  -0.045
C -0.0156 -4.8862 0.8206  -0.075
C -0.5157 -3.5992 0.6631  -0.266
P 0.4812 -2.3327 -0.2339  1.106
C 2.2042 -2.6235 0.2571  -0.360
C 3.1919 -2.1525 -0.6126  -0.094
C 4.5241 -2.1857 -0.2392  -0.065
C 4.8836 -2.6813 1.0088  -0.076
C 3.9078 -3.1405 1.8785  -0.074
C 2.5700 -3.1089 1.5074  -0.097
C 0.3577 -3.1230 -1.8849  -0.348
C 1.2189 -4.1237 -2.3176  -0.096
C 1.0063 -4.7496 -3.5392  -0.084
C -0.0702 -4.3826 -4.3327  -0.084
C -0.9348 -3.3819 -3.9041  -0.069
C -0.7191 -2.7541 -2.6895  -0.097
H -2.5652 0.5523 1.6094  0.079
H -3.5026 -1.9883 1.4669  0.147
H -3.6119 -4.1683 1.9677  0.116
H -2.6768 -6.4309 2.2348  0.110
H -0.3513 -6.8865 1.5003  0.113
H 0.9916 -5.1080 0.4921  0.108
H 2.9101 -1.7309 -1.5708  0.099
H 5.2811 -1.8065 -0.9131  0.112
H 5.9237 -2.6928 1.3085  0.110
H 4.1828 -3.5043 2.8607  0.111
H 1.8135 -3.4394 2.2101  0.105
H 2.0683 -4.4110 -1.7100  0.106
H 1.6869 -5.5231 -3.8717  0.107
H -0.2320 -4.8685 -5.2861  0.106
H -1.7694 -3.0824 -4.5247  0.108
H -1.3788 -1.9539 -2.3738  0.099
N 3.9390 -0.6560 -9.1091  0.152
C 3.4672 -0.5392 -8.0674  -0.187
C 2.8775 -0.3933 -6.7649  -0.235
C 2.5556 0.8755 -6.2877  -0.021
C 1.9845 1.0109 -5.0359  -0.012
C 1.7283 -0.1153 -4.2501  -0.227
C 2.0591 -1.3835 -4.7389  -0.009
C 2.6302 -1.5239 -5.9885  -0.015
C 1.1303 0.0174 -2.9580  -0.135
C 0.6218 0.0879 -1.8546  -0.228
H 2.7545 1.7465 -6.8967  0.120
H 1.7317 1.9912 -4.6560  0.121
H 1.8578 -2.2546 -4.1304  0.090
H 2.8847 -2.5039 -6.3689  0.120

Results
Lowest unoccupied orbital energy (alpha / beta)   -1.199 / -1.364 eV
HOMO (alpha / beta)   -7.88 / -8.28 eV
2S+1   2

Entry from the Open Molecules 2025 dataset: a structure of composition C40H24BrCl5GdN2O2P (wB97M-V/def2-TZVPD).

Last column: Löwdin charge in e.
Cartesian coordinates (Å):
Gd 0.4045 -0.7633 0.7963  1.551
Br 7.4581 2.1565 2.1016  0.689
C 5.8352 1.3350 1.4776  -0.675
C 5.9640 0.1835 0.7016  -0.119
C 4.8386 -0.4034 0.1907  0.007
C 3.5356 0.1339 0.4576  -0.330
O 2.5100 -0.4950 -0.0223  -0.246
C 3.4546 1.3718 1.2061  -0.136
C 2.2568 2.0667 1.4523  -0.091
N 1.0574 1.7285 1.0682  0.014
C 0.0677 2.6960 1.2880  -0.228
C 0.2727 4.0362 1.3040  -0.009
C -0.7886 4.9361 1.6493  -0.043
C -2.0563 4.4702 1.8982  -0.037
C -2.2975 3.0841 1.8504  -0.157
C -3.5858 2.5400 2.1462  0.019
C -3.7362 1.1728 2.1391  -0.011
C -2.6016 0.3716 1.8477  -0.117
N -1.4290 0.8458 1.5546  0.011
C -1.2488 2.2048 1.5295  -0.154
C 4.6398 1.9307 1.7452  -0.087
H 6.9428 -0.2112 0.4932  0.100
H 4.8862 -1.3244 -0.3800  0.121
H 2.4095 3.0145 1.9407  0.118
H 1.2236 4.4843 1.0881  0.111
H -0.5786 5.9776 1.7867  0.101
H -2.8439 5.1465 2.1948  0.113
H -4.3971 3.1881 2.3944  0.114
H -4.6481 0.7296 2.4188  0.095
H -2.7136 -0.7068 1.8207  0.094
H 4.5840 2.8011 2.3807  0.108
Cl 2.3980 -4.7412 7.1629  0.667
C 2.0102 -4.0902 5.6233  -0.726
C 1.6850 -2.7296 5.5031  -0.681
Cl 1.7803 -1.6903 6.8913  0.672
C 1.3894 -2.2512 4.2234  -0.555
Cl 0.9764 -0.5650 3.9537  0.704
C 1.3800 -3.0420 3.0681  -0.506
O 1.0831 -2.5680 1.9183  -0.305
C 1.7862 -4.3827 3.2323  -0.576
Cl 1.9697 -5.3456 1.7806  0.695
C 2.0675 -4.8977 4.4855  -0.714
Cl 2.5365 -6.5311 4.6720  0.694
C -1.9212 3.5165 -1.8243  -0.088
C -0.6324 3.2537 -2.2712  -0.075
C -0.2084 1.9309 -2.3782  -0.102
C -1.0772 0.8747 -2.1310  -0.392
C -2.3790 1.1716 -1.7576  -0.099
C -2.7975 2.4698 -1.5962  -0.090
P -0.3903 -0.8092 -2.3746  1.065
C -0.5355 -0.9938 -4.2028  -0.360
C -1.4702 -0.3822 -5.0297  -0.085
C -1.3549 -0.5004 -6.4160  -0.086
C -0.3129 -1.1962 -6.9766  -0.101
C 0.6188 -1.8401 -6.1835  -0.083
C 0.4948 -1.7589 -4.7922  -0.095
C -1.6190 -1.8837 -1.6100  -0.458
C -2.6675 -2.5277 -2.2630  -0.082
C -3.5781 -3.3069 -1.5664  -0.080
C -3.4037 -3.4479 -0.2037  -0.091
C -2.3559 -2.8059 0.4494  -0.155
C -1.4580 -2.0122 -0.2439  -0.290
H -2.2108 4.5530 -1.6668  0.107
H 0.0432 4.0577 -2.5286  0.105
H 0.8212 1.7439 -2.6841  0.113
H -3.0696 0.3727 -1.5460  0.107
H -3.8216 2.6690 -1.2891  0.111
H -2.2780 0.2280 -4.6032  0.113
H -2.0856 0.0164 -7.0185  0.102
H -0.1990 -1.2975 -8.0471  0.103
H 1.4778 -2.3605 -6.6167  0.108
H 1.2685 -2.2002 -4.1771  0.095
H -2.7186 -2.4544 -3.3259  0.091
H -4.3779 -3.8332 -2.0587  0.101
H -4.0655 -4.0516 0.4045  0.102
H -2.2149 -3.0627 1.4942  0.097

Results
Lowest unoccupied orbital energy (alpha / beta)   -0.841 / -0.835 eV
HOMO (alpha / beta)   -7.78 / -7.83 eV
2S+1   8

Entry from the Open Molecules 2025 dataset: a structure of composition C40H26BrF15GeN6O4ReS2 (wB97M-V/def2-TZVPD).

Last column: Löwdin charge in e.
Cartesian coordinates (Å):
Re -0.8691 0.9194 0.5753  1.345
O 2.4026 1.8688 -1.8608  0.058
C 3.3567 1.0332 -1.3438  -0.267
C 4.5974 1.0431 -1.9538  0.009
C 5.5982 0.1943 -1.5073  -0.046
C 5.3716 -0.6823 -0.4542  -0.066
C 4.1314 -0.6817 0.1596  -0.031
C 3.1232 0.1843 -0.2607  -0.137
C 1.8491 0.2291 0.5189  -0.331
O 0.6842 0.3450 -0.3072  -0.329
N 1.8684 1.4338 1.3490  0.042
N 0.6656 1.7234 1.9619  -0.106
C 0.7283 2.2958 3.1108  -0.160
C -0.3260 2.8626 3.9263  -0.609
Br -2.0049 3.2519 3.1188  0.874
C -0.1546 3.2592 5.1966  -0.074
C 0.9908 3.0039 6.0743  -0.223
C 1.2643 3.9496 7.0659  -0.021
C 2.3350 3.7791 7.9254  -0.047
C 3.1304 2.6453 7.8237  -0.048
C 2.8462 1.6778 6.8688  -0.057
C 1.7810 1.8521 6.0010  -0.050
H 1.5315 1.5995 -1.5265  0.052
H 4.7569 1.7084 -2.7921  0.129
H 6.5620 0.2074 -1.9991  0.117
H 6.1478 -1.3564 -0.1208  0.111
H 3.9330 -1.3660 0.9788  0.117
H 1.7496 -0.6784 1.1254  0.146
H 2.6952 1.5322 1.9279  0.155
H 1.7195 2.4235 3.5437  0.136
H -0.9482 3.8563 5.6333  0.112
H 0.6435 4.8339 7.1471  0.122
H 2.5436 4.5242 8.6808  0.118
H 3.9582 2.5038 8.5053  0.118
H 3.4449 0.7786 6.8126  0.114
H 1.5280 1.0558 5.3112  0.110
N -4.1940 -1.0288 3.4488  0.229
C -2.7740 -1.4957 3.2667  -0.002
C -2.0864 -0.5211 2.3525  -0.679
O -0.8876 -0.7021 2.0197  -0.085
O -2.7213 0.4587 1.8962  -0.202
H -4.3998 -0.7655 4.4137  0.182
H -4.8706 -1.7379 3.1587  0.185
H -4.3149 -0.1964 2.8466  0.159
H -2.7739 -2.4803 2.8045  0.133
H -2.2660 -1.5602 4.2260  0.158
C -2.5268 2.8048 -4.8514  -0.063
C -1.0568 2.9925 -4.4590  -0.206
C -0.9037 3.1099 -2.9758  -0.562
N -0.8957 2.1167 -2.1723  0.023
N -0.7960 2.5154 -0.8265  -0.187
C -0.6812 3.8372 -0.7053  -0.656
N -0.4069 4.4913 0.4213  0.129
S -0.7843 4.6669 -2.1986  1.199
H -2.6113 2.7113 -5.9326  0.087
H -3.1308 3.6569 -4.5372  0.083
H -2.9341 1.9041 -4.3940  0.074
H -0.6462 3.8817 -4.9378  0.117
H -0.4578 2.1399 -4.7779  0.101
H -0.4786 4.0242 1.3090  -0.005
H -0.3805 5.4976 0.4282  0.123
F 1.8611 -3.1453 -2.0178  0.124
C 1.2055 -3.3553 -0.8832  -0.207
C -0.0642 -2.8318 -0.6761  -0.121
C -0.6738 -3.1967 0.5136  -0.239
F -1.9561 -2.8360 0.7626  0.035
C -0.0588 -3.9483 1.4877  -0.135
F -0.6937 -4.2114 2.6385  0.119
C 1.2220 -4.4200 1.2675  -0.123
F 1.8346 -5.1430 2.1911  0.162
C 1.8494 -4.1345 0.0678  -0.133
F 3.0665 -4.6048 -0.1630  0.154
Ge -1.1857 -1.8232 -1.9216  0.844
S -2.3054 -0.2153 -0.8130  0.482
C -2.4579 -3.2104 -2.4734  -0.138
C -1.9455 -4.2437 -3.2412  -0.212
F -0.6281 -4.2809 -3.5047  0.102
C -2.7309 -5.2573 -3.7572  -0.132
F -2.2023 -6.2291 -4.4880  0.152
C -4.0906 -5.2482 -3.4929  -0.120
F -4.8645 -6.2099 -3.9675  0.164
C -4.6386 -4.2377 -2.7214  -0.135
F -5.9414 -4.2373 -2.4594  0.142
C -3.8190 -3.2413 -2.2282  -0.225
F -4.4058 -2.2877 -1.4879  0.052
C -0.4745 -1.0690 -3.5593  -0.132
C 0.8510 -0.7916 -3.8459  -0.208
F 1.7902 -0.9190 -2.9100  0.106
C 1.2625 -0.3488 -5.0916  -0.133
F 2.5422 -0.0856 -5.3250  0.150
C 0.3258 -0.1711 -6.0940  -0.134
F 0.7018 0.2613 -7.2864  0.164
C -1.0145 -0.4137 -5.8364  -0.150
F -1.9239 -0.1941 -6.7803  0.145
C -1.3903 -0.8437 -4.5806  -0.232
F -2.7033 -1.0073 -4.3623  0.096

Results
Lowest unoccupied orbital energy (alpha / beta)   -6.909 / -7.026 eV
HOMO (alpha / beta)   -12.76 / -12.76 eV
2S+1   2
Total charge   +2

The records above yield energy values of -80711.5743 -177775.8480 -211725.3664 -250137.3854 eV, respectively.
The records above yield maximum force values of 3.090 1.120 1.809 0.667 eV Å⁻¹, respectively.